{"formula": "C36H41BrCsN6O5P", "method": "ωB97M-V with the def2-TZVPD basis set", "spin_multiplicity": 1, "energy_ev": -137053.567, "relative_energy_kcal_mol": 32.0, "lumo_energy_ev": -1.2, "total_charge": 0, "homo_ev": -7.14, "homo_lumo_gap_ev": 5.978, "symbols": ["Cs", "Br", "P", "O", "O", "O", "O", "O", "N", "N", "N", "N", "N", "N", "C", "C", "C", "C", "C", "C", "C", "C", "C", "C", "C", "C", "C", "C", "C", "C", "C", "C", "C", "C", "C", "C", "C", "C", "C", "C", "C", "C", "C", "C", "C", "C", "C", "C", "C", "C", "H", "H", "H", "H", "H", "H", "H", "H", "H", "H", "H", "H", "H", "H", "H", "H", "H", "H", "H", "H", "H", "H", "H", "H", "H", "H", "H", "H", "H", "H", "H", "H", "H", "H", "H", "H", "H", "H", "H", "H", "H"], "xyz": [[-0.515, -1.591, -2.021], [-8.500, -3.551, -2.821], [3.035, 2.401, 0.009], [-1.787, -2.860, 0.395], [-2.563, -0.921, -0.478], [-3.252, -2.864, -3.160], [-2.791, -0.660, -3.527], [3.188, 1.982, -2.935], [1.058, -1.748, 5.542], [-6.782, 0.101, -3.876], [1.697, 0.348, -3.422], [-4.591, -0.744, 1.247], [-0.791, -2.913, 6.398], [-0.428, -2.826, 4.123], [6.837, 4.481, 1.797], [3.197, 0.013, -1.458], [3.520, -1.344, -1.480], [4.539, 3.180, 0.745], [1.967, 2.390, 2.653], [4.054, -2.045, -0.396], [4.427, 4.346, 1.530], [-5.016, -1.445, -3.415], [4.079, 0.006, 0.827], [-0.156, -0.028, -5.769], [0.977, 2.102, 3.534], [-7.299, -2.167, -3.217], [-7.680, -0.885, -3.681], [-0.776, 1.908, -4.258], [-3.014, -1.727, 2.981], [5.845, 2.698, 0.502], [-5.495, -0.184, -3.852], [-0.038, -2.519, 5.375], [5.541, 4.873, 2.108], [2.696, 0.718, -2.671], [-3.674, -1.790, 1.536], [-2.966, -3.079, 3.764], [1.720, 2.278, 1.254], [-5.948, -2.481, -3.174], [2.335, 2.548, -4.020], [-1.550, -3.754, 3.829], [0.477, 1.801, 0.830], [-0.539, 1.502, 1.728], [4.304, -1.327, 0.751], [-0.289, 1.607, 3.115], [-2.602, -1.856, 0.400], [3.530, 0.719, -0.262], [6.955, 3.310, 1.045], [-3.528, -1.673, -3.312], [0.246, 1.357, -5.240], [1.642, 1.264, -4.582], [-8.742, -0.660, -3.737], [5.320, 5.700, 2.764], [-3.709, -1.059, 3.541], [-3.374, -2.960, 4.772], [3.039, 3.055, -4.667], [-1.267, -4.316, 2.922], [5.937, 1.854, -0.184], [4.179, 0.578, 1.810], [1.828, -1.693, 4.822], [0.006, -2.381, 3.290], [-0.787, 1.297, -3.341], [3.476, 4.828, 1.661], [1.489, -1.755, 6.466], [2.286, 0.817, -5.341], [-5.129, -0.400, 2.032], [-1.526, 1.200, 1.256], [-1.604, -4.514, 4.667], [2.957, 2.684, 2.988], [-0.594, -0.529, -4.904], [-4.801, 0.697, -3.972], [4.185, -3.126, -0.470], [-4.223, -0.022, 0.648], [0.321, 1.509, -0.218], [3.378, -1.881, -2.465], [1.672, 3.288, -3.509], [-1.069, 1.443, 3.844], [-5.638, -3.470, -2.793], [-0.648, -2.532, 7.348], [0.247, 2.058, -6.078], [-0.532, 2.928, -3.916], [0.682, -0.580, -6.122], [4.687, -1.865, 1.638], [7.750, 4.967, 2.321], [-0.889, 0.107, -6.543], [-3.526, -3.809, 3.143], [-4.197, -2.759, 1.433], [-1.804, 1.936, -4.639], [-2.080, -1.164, 2.808], [1.120, 2.255, 4.634], [7.903, 2.754, 0.970], [-1.619, -3.429, 6.130]]}

{"formula": "C30H33CoFN3O7", "method": "ωB97M-V with the def2-TZVPD basis set", "spin_multiplicity": 1, "energy_ev": -90780.417, "relative_energy_kcal_mol": 0.0, "lumo_energy_ev": [-6.0, -6.0], "total_charge": 2, "homo_ev": [-14.03, -14.03], "homo_lumo_gap_ev": [7.997, 7.998], "symbols": ["Co", "F", "O", "O", "O", "O", "O", "O", "O", "N", "N", "N", "C", "C", "C", "C", "C", "C", "C", "C", "C", "C", "C", "C", "C", "C", "C", "C", "C", "C", "C", "C", "C", "C", "C", "C", "C", "C", "C", "C", "C", "C", "H", "H", "H", "H", "H", "H", "H", "H", "H", "H", "H", "H", "H", "H", "H", "H", "H", "H", "H", "H", "H", "H", "H", "H", "H", "H", "H", "H", "H", "H", "H", "H", "H"], "xyz": [[2.129, 0.019, 0.964], [-3.491, 3.581, 1.479], [0.681, -3.585, 0.522], [2.822, 3.057, 1.490], [1.834, -1.711, 0.505], [2.013, -0.483, 2.875], [2.404, 0.570, -0.782], [0.369, 0.582, 0.918], [4.028, -0.494, 1.175], [0.834, 0.543, -3.822], [-2.899, -1.873, 1.256], [1.450, 1.143, -2.758], [2.720, 3.214, -2.694], [-3.329, 2.259, 1.432], [0.477, 1.285, -5.024], [0.238, -1.725, -4.605], [1.362, -1.043, -2.365], [-5.541, -0.796, 1.782], [-2.083, 1.741, 1.233], [-3.752, -4.202, 1.654], [-4.338, 0.078, 1.562], [1.604, 5.290, -2.219], [2.614, 1.968, 1.366], [-4.449, 1.448, 1.608], [-1.940, 0.345, 1.183], [4.752, -0.988, 0.020], [-0.538, -1.619, 0.941], [2.767, 4.587, -2.506], [0.389, 4.625, -2.112], [1.502, 2.563, -2.581], [1.780, 0.189, -1.850], [0.334, 3.251, -2.287], [-4.105, -2.772, 1.294], [0.715, -2.383, 0.654], [3.326, -0.789, 3.398], [4.106, -1.417, 2.281], [1.209, 0.229, 3.838], [-5.119, -2.175, 2.255], [0.789, -0.777, -3.599], [-0.630, -0.233, 0.997], [-1.694, -2.377, 1.066], [-3.064, -0.487, 1.331], [-6.100, -0.884, 0.846], [-5.408, 1.915, 1.793], [-1.225, 2.385, 1.114], [0.895, -1.788, -5.475], [0.617, 0.636, -5.884], [-3.219, -4.255, 2.605], [-4.683, -4.756, 1.764], [-4.687, -2.130, 3.259], [0.246, 0.432, 3.384], [3.794, 0.140, 3.736], [5.151, -1.540, 2.567], [-3.172, -4.712, 0.887], [-6.207, -0.320, 2.500], [5.781, -1.169, 0.326], [-0.604, 2.715, -2.198], [3.221, -1.472, 4.241], [4.711, -0.212, -0.734], [3.710, 5.110, -2.596], [1.698, 1.164, 4.119], [4.282, -1.903, -0.337], [1.512, -2.017, -1.934], [-0.556, 1.625, -4.981], [-1.595, -3.449, 0.994], [1.644, 6.362, -2.084], [-0.515, 5.177, -1.893], [1.136, 2.144, -5.119], [0.161, -2.717, -4.169], [-4.520, -2.741, 0.282], [-0.749, -1.415, -4.947], [1.086, -0.404, 4.715], [-5.980, -2.840, 2.302], [3.613, 2.650, -2.932], [3.682, -2.375, 1.976]]}

{"formula": "C3H4O", "method": "ωB97M-V with the def2-TZVPD basis set", "spin_multiplicity": 1, "energy_ev": -5219.048, "relative_energy_kcal_mol": 71.2, "lumo_energy_ev": -0.5, "total_charge": 0, "homo_ev": -10.64, "homo_lumo_gap_ev": 10.126, "symbols": ["O", "C", "C", "C", "H", "H", "H", "H"], "xyz": [[0.975, -1.130, 0.015], [-0.344, 1.731, -0.796], [-0.727, 0.512, -0.552], [0.058, -0.210, 0.548], [-0.644, -0.783, 1.156], [1.639, -0.626, -0.473], [0.543, 0.525, 1.204], [-1.502, -0.017, -1.102]]}

no.,M (Da)
1,881.5
2,625.5
3,56.1